{"formula": "C3H4N2O2", "method": "the ωB97M-V functional and the def2-TZVPD basis", "elements": ["O", "C", "O", "C", "C", "N", "N", "H", "H", "H", "H"], "coordinates": [[0.14, -1.22, -1.34], [-0.07, 0.02, -0.68], [-0.02, 1.03, -1.57], [0.82, 0.48, 0.46], [0.25, 0.21, 1.69], [-1.03, -0.36, 1.55], [-1.45, -0.41, 0.42], [-0.30, -1.97, -0.93], [-0.47, 0.86, -2.46], [1.66, 1.04, 0.20], [0.48, 0.33, 2.66]], "lowdin_charge": [0.032, -0.511, 0.051, 0.047, -0.065, -0.052, 0.089, 0.099, 0.165, 0.091, 0.054], "mol_weight_g_mol": 100.1, "gap_ev": 8.3, "relative_energy_ev": 4.6442, "energy_ev": -10247.6209}

---

{"formula": "C3H4N2O2", "method": "the ωB97M-V functional and the def2-TZVPD basis", "elements": ["C", "C", "C", "H", "H", "H", "H", "N", "N", "O", "O"], "coordinates": [[1.96, 0.14, 0.21], [-0.54, 0.54, -0.09], [-0.82, -0.91, 0.27], [2.71, -1.56, 0.31], [3.07, 0.39, 1.02], [0.91, 2.01, 0.03], [-0.24, -1.50, 1.05], [1.69, -1.06, -0.40], [0.70, 1.08, -0.24], [-1.36, 1.52, 0.08], [-1.99, -1.27, -0.11]], "lowdin_charge": [-0.191, -0.399, -0.129, 0.168, 0.201, 0.102, 0.133, 0.005, 0.066, 0.015, 0.029], "mol_weight_g_mol": 100.1, "gap_ev": 9.5, "relative_energy_ev": 7.3071, "energy_ev": -10244.9580}

---

{"formula": "C3H4N2O2", "method": "the ωB97M-V functional and the def2-TZVPD basis", "elements": ["H", "N", "C", "C", "O", "C", "N", "O", "H", "H", "H"], "coordinates": [[-2.21, -0.51, -0.37], [-1.31, -0.50, 0.06], [-0.50, -1.23, -0.53], [0.90, -1.37, -0.09], [1.38, -2.36, 0.41], [1.61, 0.19, -0.16], [0.94, 1.09, 0.55], [2.60, 0.39, -0.79], [-0.84, -1.76, -1.46], [0.00, 0.84, 0.86], [1.31, 2.01, 0.71]], "lowdin_charge": [0.066, 0.110, -0.170, -0.244, 0.131, -0.483, 0.162, 0.084, 0.142, 0.081, 0.122], "mol_weight_g_mol": 100.1, "gap_ev": 9.2, "relative_energy_ev": 2.5024, "energy_ev": -10249.7627}

---

{"formula": "C3H4N2O2", "method": "the ωB97M-V functional and the def2-TZVPD basis", "elements": ["O", "C", "C", "N", "C", "O", "N", "H", "H", "H", "H"], "coordinates": [[1.24, -1.88, 0.74], [0.49, -0.99, 0.32], [-0.74, -1.13, -0.53], [-1.03, 0.24, -0.78], [-0.27, 1.14, -0.13], [-0.24, 2.36, -0.06], [0.65, 0.33, 0.58], [-1.60, -1.56, -0.03], [-0.43, -1.69, -1.42], [-1.81, 0.56, -1.45], [1.58, 0.70, 0.91]], "lowdin_charge": [0.058, -0.451, -0.081, 0.063, -0.523, 0.070, 0.181, 0.138, 0.142, 0.203, 0.200], "mol_weight_g_mol": 100.1, "gap_ev": 10.8, "relative_energy_ev": 0.4201, "energy_ev": -10251.8450}

---

{"formula": "C3H4N2O2", "method": "the ωB97M-V functional and the def2-TZVPD basis", "elements": ["C", "C", "C", "N", "N", "O", "O", "H", "H", "H", "H"], "coordinates": [[-1.16, -0.70, 0.60], [-1.59, -1.50, -0.31], [-0.85, 0.70, -0.01], [0.47, 0.69, -0.43], [1.49, -0.18, -0.37], [-1.66, 1.55, -0.36], [2.45, 0.53, 0.33], [-1.18, -0.80, 1.67], [-2.00, -2.00, -1.16], [0.81, 1.69, -0.13], [3.22, 0.02, 0.16]], "lowdin_charge": [-0.137, 0.165, -0.461, -0.007, -0.003, 0.076, -0.036, 0.094, 0.052, 0.189, 0.069], "mol_weight_g_mol": 100.1, "gap_ev": [8.1, 8.6], "relative_energy_ev": 8.2813, "energy_ev": -10243.9838}

---

{"formula": "C3H4N2O2", "method": "the ωB97M-V functional and the def2-TZVPD basis", "elements": ["N", "N", "C", "C", "C", "O", "O", "H", "H", "H", "H"], "coordinates": [[1.81, -0.83, 0.17], [0.63, -0.25, -0.34], [0.15, 1.01, -0.15], [-1.16, 0.92, -0.09], [-1.58, -0.40, -0.27], [-2.63, -0.95, 0.23], [-0.47, -1.23, -0.44], [1.86, -0.68, 1.34], [2.47, -1.20, -0.56], [0.80, 1.92, 0.15], [-1.86, 1.71, -0.05]], "lowdin_charge": [0.029, -0.200, -0.063, -0.042, -0.422, 0.022, 0.080, 0.201, 0.116, 0.170, 0.110], "mol_weight_g_mol": 100.1, "gap_ev": 8.9, "relative_energy_ev": 5.7214, "energy_ev": -10246.5437}

---

{"formula": "C3H4N2O2", "method": "the ωB97M-V functional and the def2-TZVPD basis", "elements": ["C", "N", "N", "C", "O", "C", "O", "H", "H", "H", "H"], "coordinates": [[-1.58, -0.39, 0.05], [-0.29, 0.28, -0.11], [0.74, -0.33, -0.91], [1.85, -0.47, -0.16], [2.05, -0.08, 1.00], [0.03, 1.42, 0.29], [0.32, 2.51, 0.54], [-1.98, -0.54, -0.96], [-1.41, -1.36, 0.53], [-2.26, 0.22, 0.65], [2.64, -0.96, -0.75]], "lowdin_charge": [0.018, -0.148, 0.063, -0.440, -0.047, -0.145, 0.286, 0.097, 0.102, 0.100, 0.114], "mol_weight_g_mol": 100.1, "gap_ev": 9.1, "relative_energy_ev": 4.0446, "energy_ev": -10248.2205}

---

{"formula": "C3H4N2O2", "method": "the ωB97M-V functional and the def2-TZVPD basis", "elements": ["N", "C", "C", "O", "C", "O", "N", "H", "H", "H", "H"], "coordinates": [[1.31, -1.04, -0.37], [0.02, -0.41, -0.12], [-0.86, -1.02, 0.71], [-1.73, 0.06, 1.03], [-1.30, 1.24, 0.51], [-1.88, 2.29, 0.57], [-0.08, 1.00, -0.13], [1.61, -1.04, -1.35], [2.07, -0.61, 0.19], [1.18, -2.01, -0.05], [0.06, 1.56, -0.96]], "lowdin_charge": [0.188, -0.419, -0.043, -0.011, -0.557, 0.092, 0.127, 0.160, 0.167, 0.152, 0.144], "mol_weight_g_mol": 100.1, "gap_ev": 7.8, "relative_energy_ev": 4.2812, "energy_ev": -10247.9839}

---

{"formula": "C3H4N2O2", "method": "the ωB97M-V functional and the def2-TZVPD basis", "elements": ["N", "C", "C", "O", "C", "O", "N", "H", "H", "H", "H"], "coordinates": [[1.35, -1.57, 0.70], [0.48, -0.55, 0.93], [-0.31, 0.23, 1.53], [-2.29, 0.84, -1.48], [-1.18, 1.13, -1.74], [-0.27, 1.64, -2.30], [0.07, 0.40, -0.29], [1.44, -1.56, -0.31], [1.15, -2.51, 1.04], [-1.02, 0.67, 2.20], [0.57, 1.28, -0.28]], "lowdin_charge": [0.120, -0.411, 0.163, 0.142, -0.530, 0.107, 0.076, 0.099, 0.107, 0.079, 0.049], "mol_weight_g_mol": 100.1, "gap_ev": 10.0, "relative_energy_ev": 5.0718, "energy_ev": -10247.1933}

---

{"formula": "C3H4N2O3", "method": "the ωB97M-V functional and the def2-TZVPD basis", "elements": ["N", "C", "C", "N", "O", "O", "C", "O", "H", "H", "H", "H"], "coordinates": [[-0.28, 1.98, 0.51], [-0.19, 0.66, 0.10], [-0.98, -0.47, 0.23], [-0.18, -1.46, -0.32], [0.43, -2.22, 0.79], [1.05, -1.04, -0.97], [0.94, 0.31, -0.86], [1.48, 1.13, -1.55], [0.62, 2.76, 0.22], [-1.25, 2.30, 0.63], [-2.10, -0.84, 0.59], [0.46, -3.10, 0.62]], "lowdin_charge": [0.062, -0.253, -0.033, -0.123, 0.021, 0.094, -0.450, 0.126, 0.238, 0.098, 0.190, 0.032], "mol_weight_g_mol": 116.1, "gap_ev": 9.1, "relative_energy_ev": 5.7915, "energy_ev": -12293.2039}

---

{"formula": "C3H4N2O3", "method": "the ωB97M-V functional and the def2-TZVPD basis", "elements": ["C", "C", "C", "N", "N", "O", "O", "O", "H", "H", "H", "H"], "coordinates": [[-0.20, -1.18, -0.07], [0.42, 0.07, 0.13], [-1.15, 0.80, 0.94], [-1.40, -1.41, 0.30], [-1.85, 1.70, -0.02], [-1.14, 2.52, -0.54], [-3.05, 1.66, 0.07], [-1.89, -0.37, 1.05], [0.25, -1.98, -0.64], [1.39, 0.20, 0.61], [0.34, 0.76, -0.75], [-1.21, 1.33, 1.88]], "lowdin_charge": [-0.205, 0.019, -0.105, 0.087, -0.389, 0.089, 0.121, -0.096, 0.122, 0.101, 0.102, 0.154], "mol_weight_g_mol": 116.1, "gap_ev": 10.3, "relative_energy_ev": 6.7751, "energy_ev": -12292.2203}

---

{"formula": "C3H4N2O3", "method": "the ωB97M-V functional and the def2-TZVPD basis", "elements": ["C", "C", "N", "O", "C", "N", "O", "O", "H", "H", "H", "H"], "coordinates": [[1.11, 0.08, -1.62], [0.41, -0.51, -0.47], [0.49, -1.69, -0.14], [-0.55, -1.87, 1.03], [-0.86, -0.47, 1.24], [-1.67, 0.03, 2.10], [-2.08, 1.37, 1.66], [-0.21, 0.37, 0.37], [2.12, 0.77, -1.15], [1.49, -0.81, -2.17], [0.82, 0.93, -2.35], [-1.07, 1.81, 1.49]], "lowdin_charge": [-0.007, -0.474, 0.218, 0.048, -0.368, 0.063, -0.121, 0.086, 0.178, 0.079, 0.112, 0.185], "mol_weight_g_mol": 116.1, "gap_ev": 10.0, "relative_energy_ev": 6.5472, "energy_ev": -12292.4482}

---

{"formula": "C3H4N2O3", "method": "the ωB97M-V functional and the def2-TZVPD basis", "elements": ["N", "C", "C", "O", "H", "C", "O", "N", "O", "H", "H", "H"], "coordinates": [[1.60, 2.07, -0.58], [1.23, 1.13, -1.27], [1.02, -0.17, -1.41], [0.80, -1.07, -2.10], [1.72, 2.02, 0.55], [-1.49, -1.15, 0.36], [-1.05, 0.05, 0.88], [0.36, 0.07, 1.12], [0.74, 1.11, 1.57], [-2.56, -1.21, 0.84], [-0.67, -1.86, 0.71], [-1.72, -1.01, -0.67]], "lowdin_charge": [0.131, -0.143, -0.220, 0.161, 0.121, -0.119, -0.164, -0.050, -0.024, 0.129, 0.117, 0.061], "mol_weight_g_mol": 116.1, "gap_ev": [7.4, 7.4], "relative_energy_ev": 7.6746, "energy_ev": -12291.3208}

---

{"formula": "C3H4N2O3", "method": "the ωB97M-V functional and the def2-TZVPD basis", "elements": ["O", "C", "N", "N", "C", "O", "C", "O", "H", "H", "H", "H"], "coordinates": [[-3.00, 0.10, -0.18], [-1.78, 0.12, -0.34], [-0.72, -0.64, 0.44], [0.43, -0.13, 0.18], [0.73, 1.33, 0.04], [1.90, 1.51, 0.15], [1.42, -1.04, -0.03], [2.58, -0.78, -0.41], [-1.05, 0.44, -1.21], [-1.07, -0.76, 1.52], [-0.43, 1.84, -0.29], [1.00, -1.97, 0.13]], "lowdin_charge": [0.053, -0.263, -0.024, -0.197, -0.172, 0.113, -0.220, 0.040, 0.147, 0.219, 0.193, 0.111], "mol_weight_g_mol": 116.1, "gap_ev": 9.9, "relative_energy_ev": 4.5143, "energy_ev": -12294.4811}

---

{"formula": "C3H4N2O3", "method": "the ωB97M-V functional and the def2-TZVPD basis", "elements": ["C", "C", "O", "C", "O", "N", "N", "O", "H", "H", "H", "H"], "coordinates": [[1.33, -1.02, 0.29], [0.20, -0.51, -0.53], [-0.62, -0.96, -1.24], [0.42, 1.36, -0.32], [1.41, 2.02, -0.38], [-0.75, 1.33, 0.21], [-1.37, 0.35, 0.78], [-2.68, 0.23, 0.33], [1.21, -2.10, 0.40], [2.26, -0.81, -0.24], [1.35, -0.54, 1.26], [-2.75, 0.64, -0.55]], "lowdin_charge": [0.006, -0.326, 0.140, -0.403, 0.099, 0.102, -0.017, -0.016, 0.098, 0.108, 0.102, 0.107], "mol_weight_g_mol": 116.1, "gap_ev": [7.4, 7.4], "relative_energy_ev": 5.9837, "energy_ev": -12293.0117}

---

{"formula": "C3H4N2O3", "method": "the ωB97M-V functional and the def2-TZVPD basis", "elements": ["C", "N", "O", "C", "N", "O", "C", "O", "H", "H", "H", "H"], "coordinates": [[3.14, 0.10, 0.01], [2.01, 0.66, -0.19], [1.03, -0.28, 0.18], [-0.29, 0.11, 0.11], [-0.92, 1.30, 0.12], [-2.33, 1.09, -0.08], [-2.60, -0.31, -0.01], [-1.19, -0.95, -0.19], [3.36, -1.04, 0.46], [3.84, 0.83, -0.62], [-3.15, -0.97, -0.80], [-2.91, -0.55, 1.01]], "lowdin_charge": [-0.036, -0.006, -0.057, -0.330, 0.123, -0.125, -0.081, -0.037, 0.158, 0.120, 0.160, 0.112], "mol_weight_g_mol": 116.1, "gap_ev": 9.8, "relative_energy_ev": 6.8385, "energy_ev": -12292.1569}

---

{"formula": "C3H4N2O3", "method": "the ωB97M-V functional and the def2-TZVPD basis", "elements": ["H", "N", "C", "O", "C", "C", "O", "N", "O", "H", "H", "H"], "coordinates": [[2.37, 1.27, -0.28], [2.58, 0.18, -0.16], [1.37, -0.19, -0.04], [0.95, -1.47, 0.09], [-0.42, -1.57, -0.08], [-0.98, -0.35, 0.04], [-2.17, 0.23, -0.12], [0.16, 0.62, 0.06], [-0.03, 2.06, -0.09], [-1.03, -2.58, 0.02], [-2.81, -0.56, -0.34], [0.00, 2.37, 0.91]], "lowdin_charge": [0.104, 0.126, -0.464, 0.035, -0.069, -0.305, 0.073, -0.021, 0.005, 0.167, 0.181, 0.171], "mol_weight_g_mol": 116.1, "gap_ev": 8.4, "relative_energy_ev": 4.8331, "energy_ev": -12294.1623}

---

{"formula": "C3H4N2O3P", "method": "the ωB97M-V functional and the def2-TZVPD basis", "elements": ["C", "C", "C", "N", "N", "O", "O", "O", "P", "H", "H", "H", "H"], "coordinates": [[0.53, 1.55, 1.36], [0.07, -1.73, -0.76], [0.67, -0.60, -1.61], [1.02, -0.79, -0.23], [-0.09, 0.47, 0.92], [1.67, 1.86, 1.47], [-0.58, 2.36, 1.64], [-2.57, 0.66, 1.83], [-1.71, 1.30, 0.83], [-1.04, -1.60, -0.47], [0.48, -2.84, -0.98], [1.63, -0.84, -2.22], [-0.07, 0.21, -1.78]], "lowdin_charge": [-0.810, -0.250, -0.225, 0.000, -0.013, 0.050, -0.244, -0.524, 0.581, 0.112, 0.122, 0.117, 0.085], "mol_weight_g_mol": 147.1, "charge": -1, "gap_ev": [7.3, 7.3], "relative_energy_ev": 5.0621, "energy_ev": -21585.8808}

---

{"formula": "C3H4N2O4", "method": "the ωB97M-V functional and the def2-TZVPD basis", "elements": ["O", "C", "C", "O", "C", "N", "N", "O", "O", "H", "H", "H", "H"], "coordinates": [[0.64, -2.04, -0.40], [0.01, -1.12, -0.03], [-1.55, -0.88, -0.09], [-1.65, 0.53, -0.29], [-0.48, 1.11, 0.24], [0.57, 0.14, 0.36], [2.16, 0.52, -0.11], [2.91, -0.29, 0.26], [2.21, 1.56, -0.60], [-1.97, -1.50, -0.91], [-1.98, -1.15, 0.79], [-0.68, 1.26, 1.25], [-0.19, 1.87, -0.47]], "lowdin_charge": [0.125, -0.392, -0.067, -0.080, -0.194, 0.092, -0.323, 0.183, 0.164, 0.146, 0.093, 0.116, 0.137], "mol_weight_g_mol": 132.1, "gap_ev": 10.1, "relative_energy_ev": 6.0146, "energy_ev": -14340.6800}

---

{"formula": "C3H4N2OS", "method": "the ωB97M-V functional and the def2-TZVPD basis", "elements": ["N", "N", "S", "C", "C", "C", "O", "H", "H", "H", "H"], "coordinates": [[0.14, -2.02, 0.74], [0.27, -0.69, 0.42], [0.73, 0.48, 1.53], [0.27, 1.76, 0.50], [-0.01, 1.34, -0.80], [-0.22, -0.03, -1.02], [-0.78, -0.72, -1.87], [1.07, -2.38, 0.93], [-0.15, -2.47, -0.14], [0.35, 2.70, 0.82], [-0.20, 2.04, -1.66]], "lowdin_charge": [-0.006, -0.486, 1.005, -0.380, -0.119, -0.385, 0.043, 0.076, 0.094, 0.020, 0.138], "mol_weight_g_mol": 116.1, "gap_ev": 8.2, "relative_energy_ev": 2.8124, "energy_ev": -19036.2361}